A molecular structure, C8H8O2 in a non-equilibrium geometry. Source: the OMol25 dataset; level of theory: the ωB97M-V functional and the def2-TZVPD basis.

Atoms and positions in Å:
C  1.83182  1.62297  -0.34936
C  1.42607  0.23827  -0.73467
C  0.13017  -0.21588  -0.16835
C  0.08290  -0.99663  1.06121
C  -1.10962  -1.38847  1.57751
C  -2.31363  -0.94869  0.94135
C  -2.27786  -0.25407  -0.24861
C  -1.10538  0.29090  -0.75551
H  3.34616  1.13232  -1.17701
H  1.54808  0.17820  -2.08351
H  2.10856  -0.53600  -0.57969
H  0.82984  -1.17450  1.38300
H  -1.31540  -1.97710  2.41219
H  -3.19329  -1.42752  1.34713
H  -3.24267  0.13324  -0.72059
H  -1.01028  0.91379  -1.48592
O  3.17864  1.94456  -0.68376
O  1.08588  2.46459  0.26458

Net charge: 0
Highest occupied orbital energy: -9.183 eV
Max |F|: 19.121 eV/Å
Kohn-Sham gap: 9.44 eV

***

A single C8H8O2S molecule in a non-equilibrium geometry. Source: the OMol25 dataset; level of theory: the ωB97M-V functional and the def2-TZVPD basis.

Atoms and positions in Å:
C  -2.20309  1.52299  -0.06167
C  -1.29201  2.43946  0.10596
C  -1.66378  0.16985  -0.04715
C  -0.23652  0.19620  0.13825
C  -2.35789  -0.98483  -0.12209
C  0.76447  -0.91647  0.07723
C  1.84392  -0.71278  1.12400
C  1.53708  -0.73051  -1.24088
O  -3.09610  -1.86394  -0.18575
O  0.12051  -2.08398  0.12281
S  0.29303  1.77369  0.35898
H  -3.25952  1.89663  -0.10207
H  -1.62228  3.45742  0.34684
H  2.50106  -1.52533  1.00743
H  1.46660  -0.85647  2.07796
H  2.19946  0.28118  1.16115
H  0.92046  -1.01373  -2.09517
H  2.34503  -1.38008  -1.19305
H  1.73957  0.33069  -1.47276

Net charge: 0
Highest occupied orbital energy: -7.549 eV
Max |F|: 3.153 eV/Å
Kohn-Sham gap: 6.62 eV

***

2 unconnected molecules or ions with the total composition C8H8O2S in a non-equilibrium geometry. Source: the OMol25 dataset; level of theory: the ωB97M-V functional and the def2-TZVPD basis.

Atoms and positions in Å:
C  2.41732  0.93277  -0.47229
C  2.38618  -1.57433  -0.26122
C  1.10834  0.92586  -0.55857
C  1.10629  -1.55643  -0.46922
C  -1.61436  -0.67476  0.19649
C  2.86828  -0.24672  0.47167
C  0.54763  -0.30327  0.18207
C  -3.69823  0.29032  0.67372
O  -1.87132  -1.69050  -0.34117
O  -2.20800  0.26964  0.73171
S  1.48777  -0.23688  1.77529
H  3.15115  1.67796  -0.83628
H  3.19882  -2.21540  -0.63996
H  0.36149  1.39625  -1.20936
H  0.33174  -2.25338  -0.74035
H  3.83936  -0.23427  0.85565
H  -4.33168  0.03026  1.62912
H  -4.01664  -0.29960  -0.13466
H  -3.87988  1.39878  0.44980

Net charge: 0
Spin multiplicity: 3
Highest occupied orbital energy (alpha / beta): -5.001 / -8.767 eV
Max |F|: 6.883 eV/Å
Kohn-Sham gap (alpha / beta): 5.66 / 6.86 eV

***

A molecular structure, C8H8O3 in a non-equilibrium geometry. Source: the OMol25 dataset; level of theory: the ωB97M-V functional and the def2-TZVPD basis.

Atoms and positions in Å:
C  2.05654  -2.10315  0.27191
C  1.89961  -0.58993  -0.02816
C  0.45850  -0.01630  0.02778
C  -0.57363  -1.03520  -0.05075
C  -1.99092  -0.47584  -0.08351
C  -2.13508  0.77780  0.05492
C  -1.11096  1.71420  0.09220
C  0.12105  1.25507  0.04062
H  1.74566  -2.74960  -0.35086
H  3.23545  -2.61660  0.52849
H  1.31771  -2.21375  0.96937
H  -0.56709  -1.88623  0.05763
H  -2.73650  -2.21161  -0.27415
H  -3.21718  1.26210  -0.02916
H  -1.37088  2.82656  -0.01915
H  0.80398  3.30073  0.05619
O  2.86911  0.11737  -0.43131
O  -3.06082  -1.38965  -0.08553
O  1.24649  2.16334  0.15579

Net charge: 0
Highest occupied orbital energy: -8.849 eV
Max |F|: 19.694 eV/Å
Kohn-Sham gap: 8.89 eV

***

2 unconnected molecules or ions with the total composition C8H8OS in a non-equilibrium geometry. Source: the OMol25 dataset; level of theory: the ωB97M-V functional and the def2-TZVPD basis.

Atoms and positions in Å:
C  1.26468  -2.21491  -0.27213
C  0.40824  -1.36259  -0.12894
C  -0.66625  -0.48942  0.03140
C  -0.76052  0.82928  -0.51749
C  -1.92387  1.61164  -0.43360
C  -3.06984  1.04164  0.14479
C  -2.96960  -0.20034  0.70291
C  -1.78474  -0.92851  0.75208
H  1.82253  -3.09861  -0.26248
H  -0.06415  1.38006  -1.08407
H  -2.05265  2.53003  -0.78617
H  -3.98167  1.61820  0.14167
H  -3.78822  -0.61434  1.20234
H  -1.82903  -1.95556  1.17744
O  5.26140  -0.29147  -0.25234
S  4.40286  0.97103  0.50752
H  4.56620  -0.82859  -0.74064
H  5.16462  2.00243  -0.18227

Net charge: 0
SMILES: C#Cc1ccccc1.OS
Highest occupied orbital energy: -8.936 eV
Max |F|: 5.778 eV/Å
Kohn-Sham gap: 9.36 eV

***

A single C8H8OSe molecule in a non-equilibrium geometry. Source: the OMol25 dataset; level of theory: the ωB97M-V functional and the def2-TZVPD basis.

Atoms and positions in Å:
C  -0.34772  2.12578  0.98734
C  -1.64730  1.66699  1.11396
C  0.61124  1.38797  0.33036
C  -2.03958  0.44981  0.75189
C  0.16153  0.13454  -0.17550
C  -1.12875  -0.37092  0.03164
C  0.55666  -2.19146  -0.91920
C  1.08561  -0.62820  -1.08460
O  2.49621  -0.62084  -0.73053
Se  -1.38451  -2.18098  -0.48633
H  -0.04864  3.05432  1.42809
H  -2.45970  2.31974  1.65016
H  1.65174  1.65924  0.29693
H  -3.00807  0.07351  0.88904
H  0.68611  -2.77830  -1.75679
H  1.16278  -2.46827  0.03399
H  0.97227  -0.17762  -2.13430
H  2.68013  -1.45532  -0.22614

Net charge: 0
Spin multiplicity: 3
Highest occupied orbital energy (alpha / beta): -3.855 / -8.619 eV
Max |F|: 5.859 eV/Å
Kohn-Sham gap (alpha / beta): 4.07 / 5.65 eV

***

A single C8H8S molecule in a non-equilibrium geometry. Source: the OMol25 dataset; level of theory: the ωB97M-V functional and the def2-TZVPD basis.

Atoms and positions in Å:
C  -2.34160  -0.58250  1.04807
C  -1.75170  0.37245  -0.00417
C  -0.27102  0.48476  0.00650
C  0.58885  1.37927  0.60457
C  1.91633  1.47282  0.59426
C  2.81886  0.85474  -0.19379
C  2.09325  -0.29264  -0.84224
S  1.76533  -1.72587  0.24369
C  0.64419  -0.47441  -0.67624
H  -1.72711  -1.39508  1.10272
H  -3.42832  -0.78351  0.68592
H  -2.46041  -0.16431  2.07138
H  -2.27470  1.39491  -0.08851
H  -1.90153  -0.11949  -0.97314
H  3.86005  1.09747  -0.38331
H  2.46484  -0.43986  -1.85236
H  0.00469  -1.07873  -1.34335

Net charge: 0
SMILES: CCC1=C=C=C[C@H]2S[C@@H]12
Highest occupied orbital energy: -8.302 eV
Max |F|: 4.507 eV/Å
Kohn-Sham gap: 8.04 eV

***

A molecular structure, C8H90AlO38 in a non-equilibrium geometry. Source: the OMol25 dataset; level of theory: the ωB97M-V functional and the def2-TZVPD basis.

Atoms and positions in Å:
C  -0.03058  -5.31322  0.50543
C  0.84552  -4.45578  -0.04063
Al  0.33244  -2.66022  -0.87221
O  1.83680  -1.71011  -1.26749
C  2.00313  -0.55257  -0.47013
C  3.13264  -0.66636  0.64007
C  3.45434  -2.10552  1.10262
O  -0.76239  -1.82898  0.31579
C  -2.12556  -1.93597  -0.00754
C  -2.99558  -1.04657  0.89828
C  -4.49336  -1.22625  0.58511
H  -1.08913  -5.23039  0.24547
H  0.30616  -6.09666  1.19519
H  1.90511  -4.75073  0.01462
H  -0.48108  -2.88982  -2.24293
H  2.32008  0.26010  -1.15856
H  1.08840  -0.18974  0.02418
H  2.74862  -0.13309  1.52492
H  4.05103  -0.13352  0.35475
H  2.94302  -2.37519  2.03372
H  3.29824  -2.87158  0.33768
H  4.53189  -2.12979  1.34408
H  -2.36472  -1.67614  -1.05481
H  -2.44225  -2.98883  0.17224
H  -2.67006  -0.00282  0.76468
H  -2.81899  -1.33285  1.94209
H  -4.68986  -1.09479  -0.49021
H  -5.13381  -0.54714  1.16166
H  -4.79242  -2.25519  0.83985
O  -5.04072  2.01612  0.21882
H  -4.62905  1.73130  -0.61092
H  -5.91966  2.30256  -0.04849
O  4.22567  -5.40648  0.92715
H  4.33553  -4.84773  0.15040
H  3.29425  -5.30268  1.15721
O  -2.50797  -2.27736  -3.62150
H  -2.48309  -3.22079  -3.43024
H  -1.71701  -2.12840  -4.14959
O  -5.33525  3.96183  2.56938
H  -6.20094  4.28246  2.27808
H  -5.09687  3.30056  1.90517
O  -7.10725  1.55630  2.28869
H  -7.40806  1.19643  3.13281
H  -6.14040  1.52026  2.34468
O  4.74443  0.73859  -1.96852
H  4.20164  -0.03671  -2.15778
H  5.61404  0.37101  -1.77567
O  -4.11406  0.93133  3.27335
H  -3.74288  0.66472  4.11973
H  -3.69212  1.78122  3.08674
O  -5.18847  1.72682  -2.43129
H  -6.04729  2.04052  -2.74137
H  -4.92274  1.06129  -3.08842
O  5.32571  -1.09581  -4.13182
H  5.84459  -1.29791  -4.91943
H  4.48894  -0.76453  -4.47257
O  -4.56937  -0.19398  -4.48507
H  -5.03460  -0.36596  -5.30858
H  -3.98240  -0.95619  -4.36835
O  8.25996  -1.32999  -4.38738
H  8.83255  -0.70784  -3.92597
H  7.58970  -1.55178  -3.72804
O  6.26054  -3.90503  -3.85869
H  6.79099  -4.11989  -4.63301
H  5.41599  -3.58778  -4.21676
O  -2.49448  3.45179  2.30069
H  -2.12734  3.16782  1.45428
H  -3.38917  3.74200  2.07802
O  -5.04094  3.69228  -4.88140
H  -4.70628  3.41704  -4.01883
H  -4.62418  4.54926  -5.03766
O  3.68996  -3.25267  -5.11661
H  3.78793  -2.71812  -5.91178
H  2.76555  -3.13119  -4.86061
O  8.18997  -3.35477  -1.76463
H  7.45425  -3.67180  -2.31110
H  8.95170  -3.84818  -2.08213
O  2.00315  2.52889  1.26967
H  2.52527  2.35276  0.48028
H  1.16252  2.84887  0.92858
O  -4.14624  -3.12701  3.11597
H  -3.59122  -2.78625  3.82709
H  -4.73406  -2.39059  2.90279
O  -0.48061  4.55283  0.39358
H  -0.55542  4.42429  1.34779
H  -0.36252  5.50808  0.30322
O  4.35957  -3.81918  3.88355
H  4.36568  -4.78014  3.96946
H  5.11644  -3.62859  3.31568
O  1.10323  6.22436  1.97977
H  0.83968  5.86751  2.84127
H  2.05849  6.19271  1.99708
O  -4.37597  6.87458  -5.14078
H  -4.37441  7.33100  -5.98866
H  -5.26528  7.01739  -4.79761
O  -5.74753  -3.71000  5.71952
H  -5.38368  -4.55067  6.01332
H  -5.24040  -3.50027  4.92239
O  4.49539  -6.49978  5.66347
H  4.07294  -6.96030  6.39485
H  5.43750  -6.55694  5.85514
O  1.17370  4.42433  -0.86659
H  1.26792  4.99260  -1.64314
H  0.18651  4.51001  -0.59657
O  7.76529  1.94852  -2.95199
H  7.85603  2.78204  -2.47919
H  6.85032  1.69136  -2.78646
O  -8.17894  4.39831  1.61522
H  -8.48298  4.68303  0.74605
H  -8.09273  3.43660  1.53327
O  0.53640  6.47705  5.00058
H  0.70326  7.35929  5.34696
H  -0.32505  6.23878  5.35980
O  2.33947  -6.10798  -5.32625
H  2.56291  -6.45926  -4.45799
H  2.77390  -5.24741  -5.35179
O  6.64412  -2.09009  3.92444
H  7.20616  -1.48203  4.41354
H  5.94575  -2.33078  4.54865
O  -6.03584  5.03699  -2.00218
H  -5.56956  4.22754  -1.75979
H  -5.67333  5.26390  -2.86442
O  7.17970  -6.48738  2.19973
H  7.70806  -6.67666  1.41874
H  6.34304  -6.15930  1.84231
O  -8.63705  1.91790  -0.85670
H  -8.17544  1.64864  -0.05225
H  -9.55906  1.70806  -0.67752
O  -6.72794  1.09028  5.11226
H  -6.37883  0.82205  5.96776
H  -6.31268  1.94578  4.94297
O  6.08161  2.62179  -0.03535
H  6.41792  2.26043  0.79102
H  5.14597  2.38678  -0.03598
O  2.39516  6.78147  0.43675
H  1.86412  6.00274  0.21780
H  3.26855  6.41139  0.60967

Net charge: -1
Highest occupied orbital energy: -5.192 eV
Max |F|: 6.401 eV/Å
Kohn-Sham gap: 6.73 eV

***

A single C8H9BF2O4 molecule in a non-equilibrium geometry. Source: the OMol25 dataset; level of theory: the ωB97M-V functional and the def2-TZVPD basis.

Atoms and positions in Å:
C  -0.89816  -2.28768  -0.91595
C  0.00474  -1.12805  -0.56740
C  -0.56329  0.19789  -0.97265
C  -0.28373  1.26586  -0.17804
C  0.61549  1.38952  0.98720
B  1.11953  2.69411  1.52613
O  0.64176  3.83379  0.97513
O  2.17368  2.59611  2.33251
C  1.10731  0.15185  1.35440
O  1.95915  -0.25145  2.29986
C  2.09717  -1.65092  2.21975
F  1.57981  -2.10474  3.35599
F  3.42225  -1.94882  2.25094
O  1.53035  -2.12555  1.16899
C  0.46059  -1.16065  0.84348
H  -1.54972  -2.53803  -0.15772
H  -0.29969  -3.18426  -1.09559
H  -1.52554  -2.01271  -1.88912
H  0.93208  -1.33260  -1.26630
H  -1.27474  0.13191  -1.73233
H  -0.65343  2.20598  -0.55142
H  0.60232  4.65666  1.33858
H  2.39561  3.28040  2.84947
H  -0.42523  -1.46696  1.54536

Net charge: 0
SMILES: C[C@H]1C=CC(B(O)O)=C2OC(F)(F)O[C@@H]21
Highest occupied orbital energy: -8.249 eV
Max |F|: 5.047 eV/Å
Kohn-Sham gap: 8.53 eV

***

Question: The lowest net charge belongs to which entry?
Answer: C8H90AlO38

***

Question: The lowest net charge belongs to which entry?
Answer: C8H90AlO38